The following is a quantum chemistry calculation of a molecular structure, C38H13F15GeN3O2S6W, from OMol25.

Last column: Löwdin spin population.
CARTESIAN COORDINATES (ANGSTROEM)
1 W 0.59167 -1.45349 -0.36914  1.553
2 O 3.94375 -2.64647 5.67453  0.004
3 C 2.75625 -2.91823 5.48258  0.002
4 O 1.88536 -3.43714 6.18628  0.003
5 C 2.29268 -2.65727 4.03661  0.025
6 C 3.05681 -1.87953 3.17227  0.003
7 C 2.59754 -1.63977 1.89225  0.012
8 N 1.43559 -2.16630 1.46147  0.001
9 C 0.68098 -2.91885 2.28829  0.013
10 C 1.08238 -3.17829 3.58135  0.003
11 C -0.59596 -3.33284 1.68127  0.012
12 C -1.56425 -4.06862 2.34791  -0.002
13 C -2.75524 -4.35254 1.70230  0.015
14 C -2.95014 -3.90644 0.40150  -0.002
15 C -1.94474 -3.19055 -0.21581  0.014
16 N -0.78989 -2.90644 0.40962  0.006
17 C 3.25936 -0.79554 0.88307  0.009
18 C 4.49348 -0.19226 1.06188  0.000
19 C 5.02130 0.57183 0.03477  0.013
20 C 4.31067 0.71017 -1.14832  -0.001
21 C 3.08322 0.09143 -1.26816  0.014
22 N 2.57009 -0.64547 -0.27240  0.001
23 H 3.99274 -1.50480 3.56288  0.000
24 H 0.50559 -3.74385 4.30035  0.000
25 H -1.38535 -4.39921 3.35885  0.000
26 H -3.52542 -4.91331 2.21096  0.001
27 H -3.86720 -4.09714 -0.13396  0.000
28 H -2.04987 -2.80895 -1.22485  0.001
29 H 5.02562 -0.32276 1.99114  0.000
30 H 5.98190 1.05029 0.15747  0.001
31 H 4.68930 1.29814 -1.97096  0.000
32 H 2.48343 0.18418 -2.16389  0.001
33 C 0.74051 -4.69455 -2.01059  0.013
34 S 1.76720 -3.20643 -1.86751  0.023
35 C 1.53810 -2.44080 -3.43183  0.005
36 C 0.65197 -1.44308 -3.62093  0.022
37 S -0.37566 -0.70580 -2.39174  0.038
38 S 0.56289 -0.78598 -5.22580  0.002
39 C 1.77389 -1.83259 -5.96130  0.000
40 S 2.19222 -1.75376 -7.51578  0.000
41 S 2.47779 -2.95348 -4.80777  -0.004
42 H 0.58887 -5.07343 -1.00223  0.000
43 H 1.27315 -5.43500 -2.60131  0.000
44 H -0.21234 -4.44434 -2.47060  0.000
45 F -3.15952 3.61738 2.31477  0.000
46 C -3.72174 2.54715 1.75270  0.001
47 C -3.04536 1.80769 0.79901  0.006
48 C -3.68826 0.67720 0.32684  0.003
49 F -3.05433 -0.10274 -0.57941  0.001
50 C -4.94976 0.29185 0.73643  0.000
51 F -5.51974 -0.80723 0.24559  0.000
52 C -5.61597 1.07069 1.67707  0.001
53 F -6.82376 0.72641 2.08448  0.000
54 C -4.99594 2.20342 2.19068  0.000
55 F -5.61177 2.94042 3.10133  0.000
56 Ge -1.22118 2.07797 0.20430  0.024
57 S -0.20658 0.27380 1.04488  0.148
58 C -0.37260 3.67821 0.90981  0.002
59 C -1.01263 4.88045 0.66309  0.000
60 F -2.17532 4.86218 -0.00922  0.000
61 C -0.49734 6.10764 1.04338  0.000
62 F -1.15101 7.23130 0.78670  0.000
63 C 0.73525 6.14375 1.68707  0.000
64 F 1.25906 7.29865 2.05367  0.000
65 C 1.42406 4.95968 1.92095  0.000
66 F 2.61709 4.98865 2.50259  0.000
67 C 0.86497 3.75244 1.52424  0.001
68 F 1.59229 2.64794 1.73468  0.005
69 C -1.07710 2.28971 -1.72017  0.002
70 C -2.12489 2.30880 -2.61943  0.001
71 F -3.38097 2.17736 -2.19106  0.000
72 C -1.92640 2.44764 -3.98811  0.000
73 F -2.95528 2.44719 -4.82238  0.000
74 C -0.63470 2.58156 -4.48204  0.000
75 F -0.42630 2.69780 -5.78044  0.000
76 C 0.44052 2.58918 -3.59884  0.000
77 F 1.68752 2.69056 -4.05312  0.000
78 C 0.18825 2.44967 -2.24739  0.001
79 F 1.24916 2.38485 -1.41737  0.001

Values from the calculation:
<S²>: 2.019
Spin multiplicity: 3
DFT total energy in eV: -212291.084
Energy relative to the best compared isomer or geometry (same formula, charge and spin) in kcal/mol: 0.00
Kohn-Sham gap (spin up / spin down) in Ha: 0.1899 / 0.1867
Total charge: +1